Formula: C4H7NO
Source: OMol25
Level of theory: wB97M-V/def2-TZVPD

```
13
Properties=species:S:1:pos:R:3:forces:R:3
C -0.243893 -0.364138 1.468357 0.12 0.09 -0.13
C -0.250873 -0.678016 -0.025866 0.24 0.11 -0.11
C -0.869969 0.373303 -0.908293 1.17 1.67 -0.38
N 0.486307 1.497016 -1.120431 -0.97 -3.38 -0.16
C 1.400419 0.630736 -0.907959 -0.50 0.06 -0.48
O 1.090723 -0.646906 -0.588766 0.83 -0.71 0.85
H 0.461875 -1.013466 1.994632 -0.09 0.08 -0.10
H 0.038933 0.678920 1.628746 0.02 -0.08 0.05
H -1.239590 -0.517306 1.902638 0.16 0.01 -0.20
H -0.578807 -1.724568 -0.170070 -0.12 0.70 -0.27
H -1.352570 -0.099804 -1.801127 0.91 1.06 0.28
H -1.437140 1.162461 -0.472131 -1.23 -0.24 0.59
H 2.494585 0.701767 -0.999729 -0.53 0.63 0.05
```
Forces are in eV/Å.

Values from the calculation:
ΔE to the lowest compared entry with this formula, charge and spin: 51.6 kcal/mol
LUMO: 1.0 eV
HOMO-LUMO gap: 0.39661 Eh
charge: 0

Formula: C4H7NO
Source: OMol25
Level of theory: wB97M-V/def2-TZVPD

```
13
Properties=species:S:1:pos:R:3:forces:R:3
C -1.055231 -1.102145 0.552224 0.02 -0.02 -0.05
C 0.175097 -0.272357 0.539849 -0.10 -0.17 0.10
C 0.431747 1.173960 0.164789 0.04 0.04 -0.02
C 1.839855 0.703491 0.599333 0.65 0.30 0.07
O 2.926743 1.190716 0.675123 -0.63 -0.26 -0.04
N 1.368604 -0.631894 0.900341 -0.21 0.21 -0.18
H -0.796338 -2.163447 0.537441 -0.04 0.16 0.05
H -1.624588 -0.890243 1.463948 0.07 -0.01 -0.06
H -1.699297 -0.858431 -0.295934 0.09 -0.04 0.10
H -1.308585 -0.214942 -2.682403 0.09 0.01 0.00
H 0.328745 1.433391 -0.895176 0.00 -0.05 0.23
H -0.036724 1.941132 0.792148 0.11 -0.16 -0.12
H -0.594995 -0.221122 -2.472353 -0.08 -0.02 -0.07
```
Forces are in eV/Å.

Values from the calculation:
ΔE to the lowest compared entry with this formula, charge and spin: 58.2 kcal/mol
LUMO: 0.6 eV
HOMO-LUMO gap: 0.38574 Eh
charge: 0

Formula: C4H7NO
Source: OMol25
Level of theory: wB97M-V/def2-TZVPD

```
13
Properties=species:S:1:pos:R:3:forces:R:3
O -0.196492 -2.701802 0.167159 0.08 -0.26 0.31
C -0.502935 -0.520541 0.240208 0.03 0.46 -0.24
C -0.425701 0.676275 1.150813 0.02 0.10 0.10
C -0.133566 1.287767 -0.203840 -0.20 0.50 0.17
N 1.239557 0.956246 -0.522994 -0.08 0.11 -0.06
C 0.283784 -0.098403 -0.845226 -0.02 -0.43 -0.25
H 0.739858 -2.579085 0.373277 -0.20 -0.10 0.01
H -0.970778 -1.592319 0.203051 0.10 -0.32 -0.10
H 0.415613 0.791034 1.837516 -0.08 -0.09 -0.16
H -1.380878 0.910943 1.621436 0.17 -0.07 -0.06
H -0.750861 1.981045 -0.762127 0.14 -0.06 0.09
H 1.503551 1.383258 -1.409967 -0.02 0.02 0.08
H 0.178849 -0.494419 -1.849306 0.06 0.15 0.10
```
Forces are in eV/Å.

Values from the calculation:
ΔE to the lowest compared entry with this formula, charge and spin: 151.3 kcal/mol
LUMO (alpha / beta): 0.6 / 0.6 eV
HOMO-LUMO gap (alpha / beta): 0.32119 / 0.32114 Eh
charge: 0

Formula: C4H7NO
Source: OMol25
Level of theory: wB97M-V/def2-TZVPD

```
13
Properties=species:S:1:pos:R:3:forces:R:3
O 2.385010 -0.701269 -0.383236 0.23 -0.10 -0.06
N 1.652713 0.465328 -0.204556 -0.72 0.11 0.10
C 0.419622 0.227893 -0.003090 0.16 0.08 -0.09
C -0.318180 -1.088840 -0.027915 0.09 -0.12 -0.06
C -1.751166 -0.626405 -0.279000 0.11 -0.25 0.18
C -0.579372 1.337580 0.172448 0.13 0.08 0.07
H 3.267349 -0.371271 -0.602583 -0.23 -0.09 0.08
H 0.056760 -1.711963 -0.846733 -0.01 0.08 0.10
H -0.166319 -1.628958 0.916986 0.02 0.08 -0.09
H -1.500619 0.954350 -0.393497 0.01 0.26 0.08
H -2.257619 -0.554796 0.705887 0.12 0.04 -0.17
H -0.314448 2.275863 -0.317815 0.03 -0.09 0.05
H -0.838938 1.519067 1.220745 0.06 -0.07 -0.20
```
Forces are in eV/Å.

Values from the calculation:
ΔE to the lowest compared entry with this formula, charge and spin: 150.4 kcal/mol
LUMO: -0.1 eV
HOMO-LUMO gap: 0.31602 Eh
charge: 0

Formula: C4H7NO
Source: OMol25
Level of theory: wB97M-V/def2-TZVPD

```
13
Properties=species:S:1:pos:R:3:forces:R:3
C -1.673281 -0.452096 0.421780 -0.12 0.02 0.07
C -0.250970 -0.474160 -0.066490 -0.21 -0.22 0.02
C 0.166847 0.456368 -1.157024 0.03 0.02 -0.28
N 0.583626 0.664671 0.219157 0.16 -0.05 0.23
C 1.885477 0.450518 0.651604 0.03 0.05 0.24
O 2.208064 -0.387094 1.460040 -0.12 0.26 -0.34
H -1.744549 -0.713311 1.478115 0.09 -0.09 -0.02
H -2.285208 -1.155376 -0.150777 0.07 0.06 0.06
H -2.101819 0.547363 0.310443 0.08 -0.07 -0.06
H 0.283800 -1.423475 0.009608 -0.22 0.15 -0.13
H 0.901240 0.126739 -1.887815 0.00 0.02 0.16
H -0.566051 1.172100 -1.527113 0.18 -0.11 0.05
H 2.592820 1.187758 0.238470 0.04 -0.05 -0.02
```
Forces are in eV/Å.

Values from the calculation:
ΔE to the lowest compared entry with this formula, charge and spin: 38.5 kcal/mol
LUMO: 1.0 eV
HOMO-LUMO gap: 0.40002 Eh
charge: 0

Formula: C4H7NO
Source: OMol25
Level of theory: wB97M-V/def2-TZVPD

```
13
Properties=species:S:1:pos:R:3:forces:R:3
C -0.750447 0.018030 1.938619 -0.56 -0.91 0.26
N -0.045175 0.095182 0.726863 1.65 2.34 -1.02
C -0.517332 -0.556960 -0.287674 2.01 -1.21 -1.42
C 0.200895 -0.506888 -1.450888 1.36 3.30 -0.66
C 1.116760 0.604321 -1.863686 -0.90 1.76 8.00
O 1.573550 1.598607 -1.073914 -2.27 -4.43 -2.49
H -1.684517 -0.637757 1.603336 1.79 1.47 2.11
H -0.014755 -0.320945 2.655056 -0.42 -1.48 0.65
H -0.904262 0.971875 2.392650 -1.31 0.98 -0.23
H 0.840456 0.713182 0.440575 -2.16 -0.92 0.95
H -1.256773 -1.359604 -0.166583 -0.04 0.64 0.17
H -0.000355 -1.256995 -2.112919 -0.46 -1.48 -2.16
H 1.441954 0.637952 -2.801435 1.30 -0.08 -4.16
```
Forces are in eV/Å.

Values from the calculation:
ΔE to the lowest compared entry with this formula, charge and spin: 74.1 kcal/mol
LUMO: 0.5 eV
HOMO-LUMO gap: 0.31920 Eh
charge: 0

Formula: C4H7NO
Source: OMol25
Level of theory: wB97M-V/def2-TZVPD

```
13
Properties=species:S:1:pos:R:3:forces:R:3
C -1.116950 -0.552206 -0.923226 -0.12 -0.16 0.06
N -1.055981 -1.391368 0.032937 0.00 0.25 -0.21
C -1.193280 -0.842362 1.326337 -0.07 0.35 0.27
O -0.998390 0.315824 1.620154 -0.21 -0.54 -0.12
H -1.389775 0.498570 -0.783932 -0.03 -0.17 0.07
H -0.902545 -0.891095 -1.938058 -0.09 0.00 0.16
H -1.434409 -1.599290 2.087702 -0.03 0.05 -0.08
C 1.391718 0.493212 -0.853891 0.16 0.14 0.13
C 1.324541 1.000439 0.373029 0.13 -0.02 -0.19
H 1.079476 1.064652 -1.725725 0.09 -0.04 0.11
H 1.745678 -0.518928 -1.034358 0.03 0.17 0.03
H 1.624201 0.426533 1.245388 0.01 0.09 -0.15
H 0.935048 1.995140 0.568494 0.11 -0.11 -0.07
```
Forces are in eV/Å.

Values from the calculation:
ΔE to the lowest compared entry with this formula, charge and spin: 63.5 kcal/mol
LUMO: 0.0 eV
HOMO-LUMO gap: 0.35985 Eh
charge: 0

Formula: C4H7NO
Source: OMol25
Level of theory: wB97M-V/def2-TZVPD

```
13
Properties=species:S:1:pos:R:3:forces:R:3
C 2.122623 -0.202443 0.127641 0.04 0.02 0.01
C 0.662944 0.052338 -0.043408 0.15 0.21 0.04
N 0.079423 1.173425 -0.162612 0.16 -0.36 0.09
C -1.349934 0.864739 -0.296067 -0.24 0.00 -0.05
C -1.444874 -0.602298 0.143944 -0.24 0.05 0.04
O -0.102747 -1.076209 -0.034700 0.06 -0.04 0.04
H 2.251976 -1.095839 0.742964 0.06 0.13 -0.08
H 2.593147 0.654835 0.611000 -0.06 -0.09 -0.13
H 2.608231 -0.376426 -0.837157 -0.10 0.02 0.10
H -1.951057 1.536192 0.323300 0.09 -0.12 -0.09
H -1.662167 0.997317 -1.340192 0.07 0.03 0.14
H -2.121523 -1.223272 -0.444020 0.08 0.10 0.03
H -1.686044 -0.702360 1.209304 -0.05 0.05 -0.14
```
Forces are in eV/Å.

Values from the calculation:
ΔE to the lowest compared entry with this formula, charge and spin: 20.0 kcal/mol
LUMO: 1.1 eV
HOMO-LUMO gap: 0.38583 Eh
charge: 0

Formula: C4H7NO
Source: OMol25
Level of theory: wB97M-V/def2-TZVPD

```
13
Properties=species:S:1:pos:R:3:forces:R:3
O 2.041429 0.617670 0.218847 -0.02 0.22 0.16
C 0.910519 0.195365 -0.486275 -0.16 -0.05 -0.32
C 0.261258 -1.199763 -0.180656 0.07 -0.12 0.03
C -1.069048 -0.475075 -0.017529 -0.19 -0.26 -0.10
N -0.871237 0.419328 1.131699 -0.07 0.10 0.10
C -0.439758 0.851727 -0.213924 0.04 0.29 -0.19
H 1.738190 1.055740 1.022603 0.02 -0.20 0.09
H 1.154785 0.262688 -1.551460 -0.07 -0.04 0.13
H 0.608992 -1.679555 0.737500 -0.02 0.05 -0.13
H 0.321055 -1.893714 -1.023175 -0.01 0.13 0.13
H -2.058889 -0.802175 -0.319945 0.18 0.06 0.11
H -1.758920 0.881775 1.325383 0.15 -0.02 -0.01
H -0.838373 1.765994 -0.643063 0.07 -0.17 0.01
```
Forces are in eV/Å.

Values from the calculation:
ΔE to the lowest compared entry with this formula, charge and spin: 62.0 kcal/mol
LUMO: 1.0 eV
HOMO-LUMO gap: 0.38218 Eh
charge: 0

Formula: C4H7NO
Source: OMol25
Level of theory: wB97M-V/def2-TZVPD

```
13
Properties=species:S:1:pos:R:3:forces:R:3
O 1.849207 0.866231 0.346561 -0.10 0.14 0.16
C 1.060706 0.225958 -0.598265 -0.11 0.06 -0.33
C 0.756120 -1.253287 -0.413598 0.26 -0.29 0.00
C -0.264335 -0.239959 -0.123430 0.32 -0.63 0.21
C -1.562826 -0.457531 0.377310 -0.08 0.15 0.30
N -0.810051 -0.067552 1.305647 -0.37 -0.53 -0.15
H 1.368212 0.829258 1.187282 0.16 0.06 -0.10
H 1.283558 0.579575 -1.601289 -0.24 0.07 0.12
H 1.126889 -1.777651 0.460517 0.38 -0.03 -0.17
H 0.532696 -1.842553 -1.300910 0.35 0.00 0.08
H -2.448956 -1.054734 0.230887 -0.51 0.51 0.03
H -1.553018 2.085427 0.422455 -0.03 0.26 -0.13
H -1.365803 2.152483 -0.291732 -0.03 0.24 -0.01
```
Forces are in eV/Å.

Values from the calculation:
ΔE to the lowest compared entry with this formula, charge and spin: 136.0 kcal/mol
LUMO: 0.9 eV
HOMO-LUMO gap: 0.37181 Eh
charge: 0

Number 1: molar mass 85.106 g/mol, calculated total energy -7797.408 eV. Number 2: molar mass 85.106 g/mol, calculated total energy -7797.122 eV. Number 3: molar mass 85.106 g/mol, calculated total energy -7793.082 eV. Number 4: molar mass 85.106 g/mol, calculated total energy -7793.124 eV. Number 5: molar mass 85.106 g/mol, calculated total energy -7797.977 eV. Number 6: molar mass 85.106 g/mol, calculated total energy -7796.432 eV. Number 7: molar mass 85.106 g/mol, calculated total energy -7796.889 eV. Number 8: molar mass 85.106 g/mol, calculated total energy -7798.779 eV. Number 9: molar mass 85.106 g/mol, calculated total energy -7796.955 eV. Number 10: molar mass 85.106 g/mol, calculated total energy -7793.747 eV.